(1)
20
Properties=species:S:1:pos:R:3:forces:R:3:nbo_charge:R:1 method="wB97M-V/def2-TZVPD" e_lumo_ha=-0.16036 smiles="[H]/N=C/N/C=C(/N)C(C)=[NH2+]" multiplicity=1 e_above_lowest_kj_mol=190.6 total_energy_ha=-415.8506 total_charge=+1
H -1.2345 2.0677 -1.8506 0.298 -0.748 2.648 0.411
N -1.0039 1.4646 -0.9848 1.092 -0.064 -2.162 -0.710
C -1.5890 1.5663 0.1120 -2.385 2.432 -1.667 0.267
N -1.5909 0.5970 1.1252 -0.003 1.926 -0.477 -0.584
C -1.1883 -0.6444 0.8838 5.607 -0.597 -2.332 0.051
C -0.0306 -0.9716 0.1637 -1.332 0.537 1.141 -0.011
N -0.0166 -2.2512 -0.3782 -2.776 -0.961 -1.516 -0.849
C 1.1227 -0.1210 -0.1979 -1.253 -2.811 -1.711 0.491
C 1.5819 0.8610 0.7891 1.360 0.358 -1.047 -0.697
N 1.6948 -0.4829 -1.3583 0.987 1.678 2.183 -0.672
H -2.3470 2.4205 0.2313 0.952 -1.362 0.660 0.190
H -2.4838 0.6685 1.5009 -1.625 -0.022 1.612 0.413
H -1.6251 -1.5308 1.1541 -2.154 -1.378 1.117 0.224
H -0.9593 -2.7213 -0.5289 2.050 0.985 0.294 0.408
H 0.7018 -2.8992 -0.2018 0.958 -0.647 0.576 0.390
H 0.7181 1.4914 0.9031 0.139 0.714 0.424 0.274
H 2.4715 1.3816 0.3809 -0.636 0.146 0.472 0.241
H 1.8514 0.3980 1.7520 -0.276 -0.035 -0.477 0.283
H 1.3781 -1.3252 -1.8502 -0.136 0.646 0.201 0.454
H 2.5488 0.0310 -1.6455 -0.867 -0.796 0.059 0.426

(2)
44
Properties=species:S:1:pos:R:3:forces:R:3:nbo_charge:R:1 method="wB97M-V/def2-TZVPD" e_lumo_ha=0.06510 multiplicity=1 total_energy_ha=-3830.6371 total_charge=-1
Br 0.2312 -1.5697 0.4223 0.034 0.041 0.041 -0.967
C -6.4935 -0.9701 -4.1607 0.126 -0.297 0.187 -0.636
C -5.3024 -0.7016 -5.0574 -0.541 -0.291 -0.391 -0.070
O -4.1306 -0.4226 -4.3061 0.383 0.206 -0.224 -0.501
C -3.4401 -1.5050 -3.9081 -0.349 0.077 0.668 0.986
O -3.8213 -2.6407 -4.0287 0.078 -0.170 -0.328 -0.660
O -2.3487 -1.0881 -3.2984 0.110 0.287 -0.271 -0.484
C -1.4573 -2.0804 -2.8019 0.694 -1.246 0.209 -0.281
H -7.2780 -1.4883 -4.7121 -0.119 0.214 -0.108 0.208
H -6.8721 -0.0437 -3.7334 -0.098 -0.041 0.069 0.205
H -6.2022 -1.6516 -3.3593 0.021 0.115 0.008 0.230
H -5.4933 0.1691 -5.6839 0.198 0.121 0.095 0.180
H -5.1319 -1.5479 -5.7267 0.122 -0.003 0.160 0.191
H -0.4294 -1.8391 -3.0642 -0.144 0.500 -0.032 0.195
H -1.6521 -3.0650 -3.2329 -0.313 0.206 -0.069 0.189
H -1.4934 -2.1723 -1.7180 -0.187 0.345 0.006 0.241
C 4.9929 -0.7905 0.9422 -0.198 -0.007 0.466 -0.181
C 3.8208 -1.5040 1.2068 0.633 -0.071 -0.376 -0.198
C 3.7663 -2.3514 2.3037 -0.079 0.186 0.365 -0.176
C 4.8724 -2.4367 3.1392 0.033 0.446 -0.545 0.011
C 6.0194 -1.6824 2.9219 0.232 -0.147 0.169 -0.205
C 6.0775 -0.8480 1.8240 -0.519 0.023 -0.478 -0.224
N 4.8824 -3.4218 4.2157 0.006 -0.576 -0.416 0.530
O 3.8261 -3.9335 4.5267 0.044 0.135 0.283 -0.373
O 5.9706 -3.7567 4.6530 -0.075 0.138 0.354 -0.402
H 5.0518 -0.1491 0.0715 -0.050 -0.041 -0.009 0.213
H 2.9755 -1.4703 0.5310 -0.155 0.128 0.114 0.279
H 2.8586 -2.8988 2.5209 0.082 -0.081 -0.069 0.266
H 6.8660 -1.7758 3.5891 -0.106 -0.049 0.021 0.236
H 6.9532 -0.2485 1.6150 0.082 -0.062 0.130 0.210
C -1.0136 1.7822 2.1568 0.124 0.240 0.430 -0.159
C -1.2028 2.8021 3.0982 0.025 -0.530 -0.522 -0.220
C -0.9165 4.1153 2.7678 -0.246 -0.128 0.479 -0.203
C -0.3833 4.3739 1.5176 -0.019 0.018 0.421 0.001
C -0.0879 3.3704 0.6303 -0.140 -0.381 -0.797 -0.189
C -0.4661 2.0653 0.9141 0.158 0.049 0.203 -0.197
N -0.0477 5.7521 1.1808 0.801 0.171 -0.043 0.533
O 0.4472 5.9789 0.0875 -0.338 -0.010 0.211 -0.391
O -0.2073 6.5949 2.0446 -0.190 0.203 -0.140 -0.396
H -1.2291 0.7647 2.4583 -0.007 -0.076 -0.318 0.244
H -1.5677 2.4983 4.0709 -0.059 0.373 0.074 0.213
H -1.0816 4.9162 3.4739 0.023 0.036 -0.100 0.239
H 0.4192 3.5999 -0.2965 -0.128 0.080 -0.012 0.242
H -0.2812 1.2701 0.2045 0.050 -0.132 0.084 0.272

(3)
11
Properties=species:S:1:pos:R:3:forces:R:3:nbo_charge:R:1 method="wB97M-V/def2-TZVPD" e_lumo_ha="-0.03959 / -0.02836" multiplicity=1 e_above_lowest_kj_mol=685.8 total_energy_ha=-285.1534
C 1.5615 0.4501 -0.2521 2.799 5.742 -4.588 0.408
C 0.8188 -0.4381 0.2827 -0.897 -0.207 0.931 -0.580
C -0.5681 0.1576 0.7300 -0.863 0.365 1.267 0.612
C -1.6085 -0.7778 0.1081 0.229 1.074 -1.777 -0.727
N 2.0560 1.9038 -1.3154 -2.132 -5.686 3.597 -0.560
O -0.7822 1.1283 1.4287 0.778 -1.719 -1.446 -0.479
H 0.9186 -1.5481 0.2640 0.084 1.127 -0.048 0.285
H -1.0970 -1.0400 -0.8317 -0.319 -0.504 0.203 0.228
H -1.6946 -1.6950 0.7056 -0.486 0.426 -0.110 0.249
H -2.5228 -0.2551 -0.3091 0.666 -0.687 1.462 0.256
H 2.9183 2.1142 -0.8109 0.141 0.069 0.508 0.307

(4)
72
Properties=species:S:1:pos:R:3:forces:R:3:mulliken_charge:R:1 method="wB97M-V/def2-TZVPD" e_lumo_ha=0.00391 multiplicity=1 e_above_lowest_kj_mol=140.6 total_energy_ha=-1834.6229
O 4.4573 -15.9258 7.2151 -0.017 0.896 -0.365 -0.637
H 3.6723 -16.2138 7.7169 0.164 -0.401 0.131 0.527
H 5.0900 -16.6345 7.1347 -0.016 -0.361 0.168 0.279
O -3.1016 -18.9061 13.9065 0.376 -0.779 -0.613 -0.626
H -3.3207 -17.9813 13.7629 -0.354 0.305 0.040 0.356
H -3.1453 -19.2811 13.0074 0.110 0.114 0.653 0.296
O 2.4555 -12.0351 16.3491 -0.378 -0.311 0.042 -0.574
H 2.7600 -11.1824 16.0429 0.193 0.214 0.006 0.284
H 2.8627 -12.2083 17.2032 0.167 -0.070 -0.025 0.296
O -0.2737 -17.8478 12.9988 1.240 0.351 0.034 -0.497
H -0.7168 -17.5530 13.7934 -0.736 -0.094 0.496 0.241
H 0.6026 -17.4199 13.1285 -0.507 -0.293 -0.497 0.260
O -1.6424 -14.5909 8.4792 -0.547 1.355 -0.876 -0.575
H -2.5834 -14.4149 8.3714 0.171 0.191 -0.180 0.243
H -1.6299 -15.4020 8.9792 0.304 -1.168 0.711 0.439
O -0.6900 -19.2495 10.6440 -0.646 0.287 0.806 -0.677
H -0.5052 -19.0162 11.5975 -0.019 -0.176 -1.082 0.356
H 0.0799 -19.6921 10.2849 0.276 0.131 0.169 0.282
O -0.7198 -16.0576 15.3421 -0.125 0.701 1.219 -0.613
H -0.9755 -15.9774 16.3103 0.563 0.165 -2.019 0.257
H -0.5176 -15.1645 14.9699 -0.481 -0.908 0.589 0.344
O 3.8453 -12.8323 7.7498 1.386 -1.408 -1.239 -0.744
H 4.4113 -13.5181 7.2899 -0.504 0.999 0.722 0.350
H 3.0074 -13.2958 7.7147 -0.964 0.193 0.367 0.320
O 1.0558 -13.9814 8.0132 -1.029 -0.326 -1.080 -0.567
H 0.0618 -13.8613 7.9066 1.426 -0.248 0.488 0.177
H 1.2680 -14.5157 7.1912 -0.245 0.585 0.563 0.432
O -1.2831 -16.5032 10.1919 0.345 -1.542 -0.535 -0.657
H -1.9960 -16.4783 10.8338 -0.083 0.035 0.367 0.228
H -1.1077 -17.4878 10.0337 -0.066 1.181 0.560 0.321
O 2.1595 -16.5896 8.5333 -0.493 1.080 0.867 -0.841
H 1.7816 -15.6829 8.7174 0.408 -0.953 -0.042 0.451
H 2.1765 -17.0779 9.3975 -0.027 -0.065 -0.648 0.355
O -4.5131 -16.6608 13.4397 -0.749 -0.263 -1.889 -0.650
H -4.3823 -15.8193 13.8320 0.410 1.295 0.943 0.307
H -4.7455 -16.3677 12.5253 0.316 -0.552 0.838 0.284
O 1.4057 -11.7320 11.5394 0.206 -0.053 -0.337 -0.593
H 1.2974 -10.8457 11.1747 -0.065 -0.091 -0.002 0.234
H 2.2754 -12.0108 11.2118 -0.035 0.131 0.194 0.286
O 2.0762 -16.1020 12.4193 -1.221 0.549 0.250 -0.614
H 1.9869 -15.6522 13.2927 0.370 -0.095 -0.759 0.255
H 1.3956 -15.5763 11.8869 1.136 -0.367 0.626 0.418
O 4.0547 -13.9684 18.5026 -0.254 0.004 -0.583 -0.645
H 3.5339 -14.3495 19.2070 -0.165 -0.147 0.282 0.322
H 4.6493 -13.3553 18.9234 0.385 0.258 0.304 0.321
O -3.7625 -14.2292 11.5301 0.350 0.708 -0.538 -0.548
H -4.0890 -13.8060 10.7223 -0.110 -0.239 0.259 0.272
H -2.9840 -13.6709 11.7599 -0.308 -0.728 0.374 0.324
O 1.9654 -18.2930 10.5834 0.559 -0.530 0.085 -0.661
H 1.6345 -17.6947 11.2519 -0.442 0.538 0.505 0.280
H 2.6806 -18.7228 11.0805 0.204 -0.145 -0.359 0.335
O 4.7428 -12.0147 10.0839 0.751 0.352 -0.611 -0.679
H 5.5314 -11.4570 9.9157 -0.793 -0.506 0.185 0.278
H 4.5039 -12.4129 9.1949 -0.106 0.351 0.658 0.440
O -1.3988 -13.8282 12.9577 0.758 0.762 0.116 -0.682
H -0.9655 -13.1038 13.4434 -0.440 -0.216 0.030 0.343
H -0.6901 -13.9786 12.2856 -0.335 -0.451 0.093 0.458
O 1.3528 -15.8654 6.1232 -1.598 -0.123 1.639 -0.702
H 2.0402 -16.1754 5.5686 1.168 -0.558 -0.617 0.294
H 1.3135 -16.4468 6.9426 0.432 0.497 -1.391 0.361
O 4.6857 -18.8553 11.8656 -0.273 0.546 0.887 -0.680
H 4.7330 -18.9290 12.8431 -0.025 -0.084 -0.855 0.332
H 4.5166 -17.9048 11.7381 0.164 -0.313 -0.035 0.330
O 1.8421 -13.6633 13.9705 -0.423 -0.440 -0.837 -0.388
H 2.2971 -12.8948 13.5997 0.226 -0.121 -0.088 0.208
H 1.7958 -13.4982 14.8997 0.187 0.404 1.066 0.228
O 4.2037 -12.3470 12.7749 0.164 -0.282 -0.261 -0.608
H 4.7089 -13.1715 12.7483 -0.201 0.018 0.420 0.308
H 4.2939 -12.0962 11.8394 0.061 0.263 -0.094 0.336
O 0.4712 -14.3592 11.0861 -0.096 -0.368 0.099 -0.622
H 0.7649 -13.4697 10.8344 -0.176 -0.102 -0.293 0.308
H -0.0186 -14.8230 10.3873 0.074 0.420 -0.100 0.126

(5)
56
Properties=species:S:1:pos:R:3:forces:R:3:nbo_charge:R:1 method="wB97M-V/def2-TZVPD" e_lumo_ha=0.01785 smiles="CCOC(=O)CN(C(=O)CSc1nnc(CNc2ccc(F)cc2)n1C)c1ccccc1" multiplicity=1 e_above_lowest_kj_mol=47.4 total_energy_ha=-1850.3234
C 3.3488 -3.1640 -4.0974 0.120 0.270 0.297 -0.633
C 4.4081 -2.3528 -3.3673 0.193 -0.446 -0.226 -0.076
O 3.8050 -1.4643 -2.4199 -0.077 0.349 -0.154 -0.501
C 3.5173 -1.9594 -1.2237 -0.124 0.160 0.363 0.807
O 3.7869 -3.0687 -0.8470 0.047 -0.150 -0.076 -0.614
C 2.8214 -0.9129 -0.3555 -0.196 -0.123 -0.293 -0.316
N 2.0331 -1.5587 0.6724 0.447 0.252 -0.273 -0.473
C 0.9666 -2.2681 0.2437 0.003 -0.109 0.269 0.711
O 0.6245 -2.2751 -0.9212 0.104 -0.057 -0.276 -0.634
C 0.2429 -3.0851 1.3029 -0.489 0.176 -0.103 -0.619
S -1.5251 -3.1220 0.9087 -0.010 -0.447 0.120 0.291
C -1.7480 -1.4085 0.7799 -0.094 0.070 0.061 0.186
N -0.9503 -0.4935 1.2602 0.138 -0.913 0.229 -0.349
N -1.4630 0.7034 0.9258 -0.495 1.056 -0.348 -0.307
C -2.5628 0.5064 0.2567 0.076 -0.115 0.091 0.337
C -3.4373 1.5703 -0.2999 -0.228 0.289 -0.121 -0.254
N -2.9999 2.8472 0.1981 0.357 -0.542 0.326 -0.594
C -3.3443 4.0374 -0.3900 -0.265 0.341 -0.171 0.171
C -4.4328 4.1495 -1.2600 0.218 -0.183 0.151 -0.281
C -4.7854 5.3745 -1.7947 0.132 0.437 -0.013 -0.243
C -4.0520 6.4949 -1.4581 -0.078 -0.115 -0.026 0.344
F -4.3969 7.6964 -1.9839 0.026 -0.062 0.039 -0.333
C -2.9725 6.4186 -0.5954 -0.181 0.065 -0.182 -0.254
C -2.6231 5.1938 -0.0688 -0.072 -0.149 -0.047 -0.231
N -2.8006 -0.8342 0.1264 0.707 0.335 0.386 -0.360
C -3.8844 -1.4916 -0.5417 -0.432 -0.117 -0.147 -0.411
C 2.5046 -1.4949 2.0113 0.051 0.019 0.415 0.215
C 1.8051 -0.7487 2.9529 0.116 0.050 -0.057 -0.255
C 2.2892 -0.6641 4.2465 0.008 -0.011 0.040 -0.204
C 3.4658 -1.3073 4.5960 0.029 -0.011 0.088 -0.214
C 4.1630 -2.0413 3.6508 0.049 0.022 0.044 -0.195
C 3.6862 -2.1379 2.3550 -0.085 -0.009 -0.047 -0.258
H 3.8228 -3.8124 -4.8287 0.040 -0.078 -0.097 0.214
H 2.7957 -3.7730 -3.3867 -0.042 -0.078 0.012 0.227
H 2.6519 -2.5010 -4.6036 -0.063 0.023 -0.084 0.213
H 4.9584 -1.7060 -4.0536 -0.040 -0.071 0.122 0.189
H 5.1014 -3.0155 -2.8392 -0.052 0.166 -0.114 0.198
H 3.5720 -0.2747 0.1141 -0.057 -0.052 -0.053 0.239
H 2.1739 -0.3065 -0.9951 0.147 -0.025 0.076 0.248
H 0.3730 -2.6908 2.3073 0.061 -0.125 -0.103 0.255
H 0.5841 -4.1201 1.2544 0.011 0.029 0.030 0.261
H -4.4795 1.3781 -0.0009 0.069 -0.042 -0.137 0.201
H -3.3943 1.5282 -1.4027 -0.078 0.010 0.103 0.201
H -2.1079 2.8107 0.6704 -0.026 -0.004 -0.046 0.415
H -5.0159 3.2797 -1.5179 -0.065 -0.113 -0.017 0.210
H -5.6236 5.4644 -2.4676 -0.078 0.036 -0.067 0.225
H -2.4178 7.3105 -0.3502 0.050 0.096 0.016 0.229
H -1.7817 5.1161 0.6036 0.099 0.012 0.086 0.212
H -4.7979 -1.4274 0.0538 0.023 -0.045 -0.068 0.211
H -4.0559 -1.0277 -1.5136 0.001 -0.093 0.016 0.217
H -3.6219 -2.5398 -0.6803 -0.047 0.072 -0.088 0.235
H 0.8916 -0.2547 2.6555 -0.034 0.000 -0.026 0.261
H 1.7490 -0.0874 4.9823 -0.051 0.054 0.065 0.216
H 3.8409 -1.2351 5.6060 0.033 0.006 0.089 0.214
H 5.0797 -2.5428 3.9228 0.079 -0.043 0.022 0.214
H 4.2123 -2.7123 1.6073 0.025 -0.068 -0.097 0.241